The following is a DFT calculation (ωB97M-V with the def2-TZVPD basis set) of 11 unconnected molecules or ions with the total composition C74H165B2F8N8O at a distorted geometry.

Bonds (Å) are listed after each position.
Atoms and positions in Å:
1 C 8.602 1.272 -1.848  C27 1.553, H48 1.090, H106 1.090, C158 1.596
2 H -11.095 -5.782 4.813  C56 1.090
3 H -7.242 -5.792 -10.862  C20 1.090
4 C 8.628 9.086 3.330  H38 1.090, C119 1.527, H178 1.090, N218 1.571
5 H 10.959 11.671 4.004  C15 1.090
6 H 1.362 0.510 0.412  C156 1.090
7 H -4.148 -0.718 -8.690  C130 1.090
8 H -7.487 2.001 -6.432  C146 1.090
9 C -9.290 -7.309 -9.695  N41 1.539, H58 1.090, H149 1.090, H162 1.090
10 H 9.650 -2.957 7.306  C230 1.090
11 N 11.556 1.657 -2.213  C44 1.534, C47 1.555, C147 1.551, C199 1.556
12 H 7.466 9.569 0.850  C188 1.090
13 C -2.736 3.750 -8.735  H17 1.090, H80 1.090, C98 1.595, C173 1.530
14 H 5.382 10.177 0.162  C19 1.090
15 C 10.514 10.706 4.245  H5 1.090, H74 1.090, C119 1.566, H257 1.090
16 H 12.605 -0.086 -1.988  C44 1.090
17 H -1.847 4.294 -8.415  C13 1.090
18 H -4.181 -2.293 -0.938  C82 1.090
19 C 5.467 9.674 1.125  H14 1.090, C188 1.491, H215 1.090, C216 1.527
20 C -8.248 -5.620 -11.244  H3 1.090, N41 1.519, C68 1.563, H163 1.090
21 H 9.194 2.208 -3.692  C27 1.090
22 C -1.855 0.606 -2.163  H84 1.090, H97 1.090, N103 1.535, C206 1.588
23 C -2.245 -1.881 -1.693  H28 1.090, C82 1.552, N103 1.580, H242 1.090
24 C -2.598 1.228 6.391  C54 1.516, C61 1.492, H69 1.090, H132 1.090
25 H 9.768 -1.961 4.572  C224 1.090
26 H 8.812 0.591 -3.972  C27 1.090
27 C 9.302 1.225 -3.234  C1 1.553, H21 1.090, H26 1.090, C147 1.490
28 H -1.872 -2.595 -0.959  C23 1.090
29 H -3.108 3.154 7.184  C61 1.090
30 C 6.244 9.215 4.023  H154 1.090, N218 1.522, H248 1.090, H251 1.090
31 H -7.524 -3.928 6.457  C109 1.090
32 H -6.035 -0.010 -7.314  C91 1.090
33 N -1.599 0.236 8.496  C54 1.542, C62 1.577, C155 1.571, C201 1.592
34 O -2.114 -5.134 3.296  C171 1.397
35 H 7.328 6.807 3.129  C128 1.090
36 B -6.998 3.519 -1.265  F42 1.375, F65 1.327, F150 1.414, F212 1.370
37 H -9.158 -6.249 3.942  C205 1.090
38 H 9.266 8.678 2.547  C4 1.090
39 H 8.056 0.417 5.057  C137 1.090
40 C 5.598 7.162 1.713  H49 1.090, C128 1.558, C216 1.557, H225 1.090
41 N -9.318 -5.851 -10.190  C9 1.539, C20 1.519, C83 1.581, C187 1.600
42 F -8.027 3.767 -0.389  B36 1.375
43 H 11.087 0.705 -0.554  C199 1.090
44 C 12.903 0.926 -2.261  N11 1.534, H16 1.090, C125 1.559, H160 1.090
45 H 0.474 -0.255 8.582  C155 1.090
46 H 0.136 -1.238 -1.411  C59 1.090
47 C 11.611 3.105 -2.779  N11 1.555, H95 1.090, H96 1.090, H228 1.090
48 H 7.612 1.721 -1.930  C1 1.090
49 H 5.628 6.149 1.313  C40 1.090
50 H -2.780 -2.477 8.903  C167 1.090
51 H 11.081 -1.660 5.857  C224 1.090
52 H -3.396 -0.141 -7.284  C130 1.090
53 H -10.723 -6.477 -11.524  C83 1.090
54 C -2.819 0.280 7.553  C24 1.516, N33 1.542, H67 1.090, H112 1.090
55 H -9.370 -3.872 -9.433  C187 1.090
56 C -10.799 -5.000 5.513  H2 1.090, C127 1.579, H148 1.090, C231 1.483
57 H -10.850 -5.690 -8.051  C123 1.090
58 H -9.335 -7.999 -10.537  C9 1.090
59 C -0.319 -0.695 -0.582  H46 1.090, N103 1.634, H133 1.090, C156 1.560
60 H 10.491 -1.664 8.902  C204 1.090
61 C -2.239 2.616 6.805  C24 1.492, H29 1.090, C87 1.481, H244 1.090
62 C -1.982 -0.612 9.769  N33 1.577, H111 1.090, H118 1.090, C167 1.575
63 H -3.491 4.952 -10.479  C98 1.090
64 H 16.020 1.257 -0.669  C170 1.090
65 F -7.207 4.189 -2.392  B36 1.327
66 H -4.226 -1.146 -2.253  C82 1.090
67 H -3.578 0.750 8.179  C54 1.090
68 C -8.506 -4.297 -12.036  C20 1.563, H208 1.090, C214 1.522, H258 1.090
69 H -3.449 1.268 5.711  C24 1.090
70 H -1.063 -2.556 9.183  C167 1.090
71 H -1.631 -3.008 11.670  C234 1.090
72 H 11.604 -0.728 7.867  C204 1.090
73 H -0.160 2.495 7.284  C87 1.090
74 H 10.525 10.653 5.333  C15 1.090
75 H -10.466 -3.366 4.115  C127 1.090
76 H -9.953 -2.935 5.743  C127 1.090
77 H 8.610 -0.024 8.235  C255 1.090
78 H -0.728 1.772 9.841  C201 1.090
79 H -10.803 -4.192 -5.874  C108 1.090
80 H -3.526 4.224 -8.152  C13 1.090
81 H -8.709 -4.174 1.749  C217 1.090
82 C -3.767 -2.078 -1.923  H18 1.090, C23 1.552, H66 1.090, C185 1.482
83 C -10.778 -5.689 -10.774  N41 1.581, H53 1.090, H102 1.090, C172 1.524
84 H -2.879 0.897 -2.398  C22 1.090
85 H -0.313 0.945 0.789  C156 1.090
86 H -2.540 -0.739 0.936  C200 1.090
87 C -1.114 2.715 7.763  C61 1.481, H73 1.090, C201 1.559, H232 1.090
88 H -2.197 -5.317 5.297  C171 1.090
89 H -7.548 -5.551 3.450  C205 1.090
90 F 2.697 -1.571 -7.364  B134 1.309
91 C -6.225 0.842 -7.967  H32 1.090, C101 1.521, C146 1.591, H236 1.090
92 N -3.796 1.437 -8.748  C101 1.542, C130 1.578, C173 1.510, C180 1.551
93 H -10.247 -4.832 2.232  C217 1.090
94 H 11.222 0.798 -4.075  C147 1.090
95 H 12.180 3.049 -3.707  C47 1.090
96 H 12.237 3.672 -2.090  C47 1.090
97 H -1.284 0.165 -2.980  C22 1.090
98 C -3.084 3.961 -10.277  C13 1.595, H63 1.090, H104 1.090, C235 1.550
99 H -0.903 2.522 -2.661  C206 1.090
100 F 3.175 -0.759 -5.265  B134 1.447
101 C -5.058 1.818 -7.947  C91 1.521, N92 1.542, H189 1.090, H238 1.090
102 H -11.548 -5.969 -10.055  C83 1.090
103 N -1.861 -0.478 -1.076  C22 1.535, C23 1.580, C59 1.634, C200 1.533
104 H -2.177 3.972 -10.882  C98 1.090
105 N -8.585 -4.176 4.630  C109 1.572, C127 1.510, C205 1.608, C233 1.606
106 H 8.458 0.257 -1.476  C1 1.090
107 H 11.418 2.567 -0.293  C199 1.090
108 C -10.317 -3.929 -6.814  H79 1.090, C123 1.604, H184 1.090, H221 1.090
109 C -7.812 -4.789 5.853  H31 1.090, N105 1.572, H175 1.090, C181 1.557
110 H -2.775 0.985 0.409  C200 1.090
111 H -2.974 -0.237 10.019  C62 1.090
112 H -3.079 -0.770 7.421  C54 1.090
113 H -6.847 -3.212 3.481  C233 1.090
114 H 0.285 -5.977 3.858  C151 1.090
115 H -2.436 -3.946 10.516  C234 1.090
116 H 8.364 -3.962 5.338  C223 1.090
117 H -3.695 -3.067 -3.927  C185 1.090
118 H -1.293 -0.365 10.577  C62 1.090
119 C 9.082 10.511 3.641  C4 1.527, C15 1.566, H196 1.090, H256 1.090
120 H -2.383 2.002 -7.402  C173 1.090
121 H -8.459 -6.790 6.040  C181 1.090
122 H -9.195 -7.257 1.712  C141 1.090
123 C -9.939 -5.168 -7.760  H57 1.090, C108 1.604, H164 1.090, C187 1.554
124 H -10.714 -6.442 6.891  C231 1.090
125 C 13.965 1.496 -1.272  C44 1.559, C170 1.553, H174 1.090, H246 1.090
126 H -10.089 -3.038 -12.868  C214 1.090
127 C -9.981 -3.745 5.014  C56 1.579, H75 1.090, H76 1.090, N105 1.510
128 C 7.008 7.452 2.311  H35 1.090, C40 1.558, H142 1.090, N218 1.559
129 H 7.500 -4.232 6.776  C223 1.090
130 C -3.364 -0.033 -8.368  H7 1.090, H52 1.090, N92 1.578, H144 1.090
131 F 1.187 -1.531 -5.870  B134 1.402
132 H -1.865 0.859 5.673  C24 1.090
133 H -0.454 -1.404 0.235  C59 1.090
134 B 2.268 -0.807 -6.392  F90 1.309, F100 1.447, F131 1.402, F226 1.363
135 H 10.220 0.596 10.201  C219 1.090
136 H -3.799 -0.169 -0.146  C200 1.090
137 C 7.806 -0.447 5.673  H39 1.090, N194 1.556, H243 1.090, C253 1.565
138 C 0.346 1.706 -1.035  C156 1.531, H161 1.090, H192 1.090, C206 1.572
139 H -7.432 -2.219 4.687  C233 1.090
140 H -2.339 2.038 9.340  C201 1.090
141 C -8.898 -6.299 1.284  H122 1.090, H153 1.090, H177 1.090, C217 1.562
142 H 7.857 7.464 1.628  C128 1.090
143 H -1.793 1.763 -9.034  C173 1.090
144 H -2.448 -0.213 -8.931  C130 1.090
145 H -0.420 -1.341 7.434  C155 1.090
146 C -7.556 1.499 -7.397  H8 1.090, C91 1.591, H166 1.090, H190 1.090
147 C 10.703 0.731 -3.119  N11 1.551, C27 1.490, H94 1.090, H237 1.090
148 H -11.800 -4.623 5.724  C56 1.090
149 H -8.408 -7.377 -9.058  C9 1.090
150 F -6.859 2.161 -1.634  B36 1.414
151 C -0.201 -5.623 4.768  H114 1.090, C171 1.508, H193 1.090, H227 1.090
152 H 7.555 -1.808 3.991  C253 1.090
153 H -9.370 -6.399 0.307  C141 1.090
154 H 6.302 10.298 4.137  C30 1.090
155 C -0.300 -0.328 7.818  N33 1.571, H45 1.090, H145 1.090, H252 1.090
156 C 0.354 0.584 0.006  H6 1.090, C59 1.560, H85 1.090, C138 1.531
157 H -10.091 -4.744 -13.347  C214 1.090
158 C 9.413 2.197 -0.832  C1 1.596, H197 1.090, C199 1.557, H229 1.090
159 H 5.792 8.098 -0.185  C216 1.090
160 H 13.329 1.129 -3.243  C44 1.090
161 H 1.109 1.558 -1.799  C138 1.090
162 H -10.161 -7.533 -9.079  C9 1.090
163 H -8.538 -6.413 -11.933  C20 1.090
164 H -9.284 -5.908 -7.300  C123 1.090
165 H -11.997 -4.244 -11.884  C172 1.090
166 H -7.859 2.156 -8.212  C146 1.090
167 C -1.997 -2.178 9.599  H50 1.090, C62 1.575, H70 1.090, C234 1.533
168 H -3.575 -4.112 -2.582  C185 1.090
169 H -7.988 -4.745 -8.813  C187 1.090
170 C 15.353 0.814 -1.408  H64 1.090, C125 1.553, H198 1.090, H222 1.090
171 C -1.670 -5.770 4.458  O34 1.397, H88 1.090, C151 1.508, H245 1.090
172 C -11.007 -4.337 -11.439  C83 1.524, H165 1.090, C214 1.548, H250 1.090
173 C -2.565 2.257 -8.445  C13 1.530, N92 1.510, H120 1.090, H143 1.090
174 H 13.711 1.429 -0.214  C125 1.090
175 H -6.800 -5.135 5.639  C109 1.090
176 H -8.393 -2.437 3.217  C233 1.090
177 H -7.843 -6.434 1.045  C141 1.090
178 H 8.746 8.374 4.147  C4 1.090
179 H 11.903 0.069 10.086  C219 1.090
180 C -4.051 1.518 -10.275  N92 1.551, H207 1.090, C235 1.554, H247 1.090
181 C -8.626 -5.877 6.612  C109 1.557, H121 1.090, H183 1.090, C231 1.543
182 H 7.053 10.900 2.034  C188 1.090
183 H -8.205 -6.129 7.586  C181 1.090
184 H -10.931 -3.225 -7.377  C108 1.090
185 C -4.025 -3.169 -2.893  C82 1.482, H117 1.090, H168 1.090, H191 1.090
186 H -1.658 2.437 -1.059  C206 1.090
187 C -9.060 -4.820 -8.994  N41 1.600, H55 1.090, C123 1.554, H169 1.090
188 C 6.835 9.893 1.677  H12 1.090, C19 1.491, H182 1.090, N218 1.549
189 H -5.350 2.725 -8.476  C101 1.090
190 H -8.304 0.708 -7.335  C146 1.090
191 H -5.089 -3.394 -2.817  C185 1.090
192 H 0.724 2.636 -0.611  C138 1.090
193 H 0.075 -4.586 4.960  C151 1.090
194 N 9.058 -1.074 6.353  C137 1.556, C224 1.572, C230 1.564, C255 1.550
195 H -4.157 2.976 -11.845  C235 1.090
196 H 8.431 11.036 4.339  C119 1.090
197 H 9.381 3.242 -1.140  C158 1.090
198 H 15.404 -0.275 -1.427  C170 1.090
199 C 10.905 1.751 -0.803  N11 1.556, H43 1.090, H107 1.090, C158 1.557
200 C -2.744 -0.062 0.106  H86 1.090, N103 1.533, H110 1.090, H136 1.090
201 C -1.363 1.742 8.955  N33 1.592, H78 1.090, C87 1.559, H140 1.090
202 H 5.845 -2.414 6.448  C249 1.090
203 H 10.492 -0.389 4.770  C224 1.090
204 C 10.689 -0.688 8.459  H60 1.090, H72 1.090, C219 1.554, C255 1.562
205 C -8.618 -5.380 3.564  H37 1.090, H89 1.090, N105 1.608, C217 1.526
206 C -1.028 1.905 -1.772  C22 1.588, H99 1.090, C138 1.572, H186 1.090
207 H -4.988 1.025 -10.535  C180 1.090
208 H -7.884 -4.323 -12.931  C68 1.090
209 H 6.076 -1.018 4.491  C253 1.090
210 H 4.148 7.968 0.372  C216 1.090
211 H -3.292 -2.528 11.334  C234 1.090
212 F -5.776 3.952 -0.824  B36 1.370
213 H 6.077 -3.282 4.952  C249 1.090
214 C -9.930 -4.058 -12.515  C68 1.522, H126 1.090, H157 1.090, C172 1.548
215 H 4.688 10.020 1.804  C19 1.090
216 C 5.154 8.245 0.686  C19 1.527, C40 1.557, H159 1.090, H210 1.090
217 C -9.181 -5.055 2.184  H81 1.090, H93 1.090, C141 1.562, C205 1.526
218 N 7.147 8.913 2.836  C4 1.571, C30 1.522, C128 1.559, C188 1.549
219 C 11.039 0.401 9.510  H135 1.090, H179 1.090, C204 1.554, H241 1.090
220 H 9.671 0.759 7.217  C255 1.090
221 H -9.460 -3.392 -6.407  C108 1.090
222 H 15.793 1.064 -2.374  C170 1.090
223 C 7.878 -3.423 6.151  H116 1.090, H129 1.090, C230 1.529, C249 1.532
224 C 10.213 -1.294 5.310  H25 1.090, H51 1.090, N194 1.572, H203 1.090
225 H 4.977 7.075 2.605  C40 1.090
226 F 1.816 0.423 -6.765  B134 1.363
227 H 0.242 -6.233 5.555  C151 1.090
228 H 10.611 3.500 -2.956  C47 1.090
229 H 8.966 2.257 0.161  C158 1.090
230 C 8.732 -2.467 6.984  H10 1.090, N194 1.564, C223 1.529, H239 1.090
231 C -10.128 -5.539 6.720  C56 1.483, H124 1.090, C181 1.543, H240 1.090
232 H -1.103 3.731 8.157  C87 1.090
233 C -7.788 -2.952 3.964  N105 1.606, H113 1.090, H139 1.090, H176 1.090
234 C -2.381 -2.921 10.884  H71 1.090, H115 1.090, C167 1.533, H211 1.090
235 C -4.193 2.989 -10.755  C98 1.550, C180 1.554, H195 1.090, H254 1.090
236 H -6.439 0.346 -8.914  C91 1.090
237 H 10.727 -0.273 -2.697  C147 1.090
238 H -4.695 1.967 -6.930  C101 1.090
239 H 8.161 -2.215 7.878  C230 1.090
240 H -10.306 -4.970 7.633  C231 1.090
241 H 11.255 1.369 9.057  C219 1.090
242 H -1.618 -1.962 -2.581  C23 1.090
243 H 7.140 -0.035 6.431  C137 1.090
244 H -2.139 3.235 5.913  C61 1.090
245 H -1.877 -6.838 4.378  C171 1.090
246 H 14.003 2.582 -1.358  C125 1.090
247 H -3.243 1.020 -10.810  C180 1.090
248 H 5.254 8.855 3.743  C30 1.090
249 C 6.598 -2.704 5.715  H202 1.090, H213 1.090, C223 1.532, C253 1.522
250 H -11.105 -3.584 -10.657  C172 1.090
251 H 6.585 8.669 4.903  C30 1.090
252 H -0.047 0.436 7.083  C155 1.090
253 C 6.979 -1.501 4.864  C137 1.565, H152 1.090, H209 1.090, C249 1.522
254 H -5.148 3.476 -10.559  C235 1.090
255 C 9.466 -0.242 7.596  H77 1.090, N194 1.550, C204 1.562, H220 1.090
256 H 9.219 11.046 2.701  C119 1.090
257 H 11.201 9.938 3.890  C15 1.090
258 H -8.066 -3.452 -11.506  C68 1.090

## Properties
largest force on an atom = 0.0748 hartree/bohr
charge = +5
orbital gap = 2.6 eV
LUMO level = -7.5566 eV